The following is a DFT calculation (ωB97M-V/def2-TZVPD) of a structure of composition C25H40F3N4O10SSi2Tl.

The geometry in XYZ format:
```
86
Properties=species:S:1:pos:R:3:lowdin_charge:R:1
Tl -1.151 -0.808 0.158 1.03
O -2.915 3.653 1.183 0.00
C -2.230 2.509 0.683 -0.68
O -2.533 1.396 1.311 0.00
C -2.898 2.305 -0.778 -0.12
O -2.309 1.284 -1.494 -0.22
C -3.162 0.610 -2.448 -0.10
C -3.566 -0.819 -2.145 -0.70
O -4.172 -1.347 -3.081 0.02
O -3.226 -1.345 -1.028 -0.22
H -3.583 3.322 1.797 0.12
H -3.970 2.168 -0.633 0.15
H -2.705 3.287 -1.228 0.11
H -4.077 1.174 -2.628 0.14
H -2.612 0.575 -3.390 0.13
C 4.968 -0.915 0.421 -0.05
O 3.797 -0.339 -0.187 -0.01
C 2.610 -0.335 0.428 -0.58
O 1.634 0.045 -0.188 -0.04
N 2.611 -0.780 1.727 0.01
N 1.433 -0.708 2.480 0.05
H 5.711 -0.956 -0.364 0.07
H 4.764 -1.927 0.771 0.09
H 5.322 -0.277 1.235 0.10
H 3.484 -0.759 2.226 0.12
H 1.337 0.206 2.904 0.08
H 1.461 -1.414 3.200 0.09
C 1.762 3.395 2.393 -0.18
Si -0.107 3.602 2.251 0.51
C -0.446 5.418 2.444 -0.17
C -0.859 2.667 3.700 -0.15
C -0.694 2.878 0.581 -0.26
Si -0.128 3.906 -0.915 0.49
C 1.710 4.164 -0.745 -0.17
C -1.007 5.550 -0.998 -0.16
C -0.313 3.018 -2.547 -0.16
H 2.031 3.234 3.444 0.03
H 2.279 4.300 2.065 0.02
H 2.167 2.572 1.794 0.02
H -0.176 5.725 3.461 0.04
H -1.499 5.656 2.274 0.04
H 0.158 6.010 1.750 0.02
H -1.259 3.374 4.434 0.04
H -0.112 2.054 4.215 0.02
H -1.678 2.008 3.402 0.02
H -0.132 1.937 0.468 0.05
H 1.983 4.839 0.069 0.02
H 2.087 4.599 -1.677 0.04
H 2.222 3.206 -0.593 0.04
H -0.468 6.311 -0.427 0.03
H -2.025 5.496 -0.598 0.03
H -1.064 5.893 -2.036 0.04
H 0.018 1.978 -2.449 0.03
H 0.341 3.519 -3.269 0.04
H -1.327 3.013 -2.951 0.03
F -3.121 -8.228 1.532 0.15
C -3.248 -7.213 2.403 -0.59
F -4.558 -7.045 2.638 0.15
F -2.666 -7.584 3.552 0.14
C -2.633 -5.956 1.844 -0.11
C -1.446 -5.461 2.350 0.01
C -0.923 -4.317 1.771 -0.12
N -1.517 -3.671 0.765 0.00
C -2.674 -4.155 0.293 -0.11
C -3.260 -5.304 0.798 0.02
H -0.944 -5.948 3.175 0.12
H 0.021 -3.903 2.117 0.11
H -3.158 -3.570 -0.489 0.10
H -4.192 -5.672 0.388 0.13
N -0.733 -1.858 -2.701 0.20
C 0.562 -2.151 -2.695 -0.27
C 1.512 -1.247 -3.278 0.02
C 2.833 -1.519 -3.179 -0.01
C 3.266 -2.675 -2.464 -0.17
C 2.318 -3.596 -1.916 0.00
C 0.995 -3.337 -2.014 0.02
S 4.995 -3.023 -2.300 0.40
O 5.084 -3.791 -1.076 -0.32
O 5.168 -3.777 -3.528 -0.28
O 5.626 -1.722 -2.272 -0.32
H -1.406 -2.592 -2.504 0.13
H -1.070 -1.145 -3.338 0.13
H 1.158 -0.350 -3.776 0.13
H 3.580 -0.853 -3.594 0.14
H 2.691 -4.474 -1.404 0.13
H 0.254 -3.993 -1.567 0.12
```

## Properties
ΔE to the lowest compared entry with this formula, charge and spin: 51.45 kcal/mol
gap between HOMO and LUMO (alpha / beta): 6.408 / 5.769 eV
net charge: 0



The following is a DFT calculation (ωB97M-V/def2-TZVPD) of an isolated molecule of C2H8N4 at a distorted geometry.

The geometry in XYZ format:
```
14
Properties=species:S:1:pos:R:3:lowdin_charge:R:1
H 0.254 2.109 -0.169 0.05
N -0.513 1.667 0.336 0.14
C -0.680 0.450 0.064 -0.49
C -1.802 -0.318 0.687 -0.05
N 0.062 -0.211 -1.045 -0.01
N 1.151 -0.830 -0.253 -0.17
N 2.234 0.022 0.027 -0.03
H -2.274 0.291 1.465 0.08
H -2.544 -0.582 -0.063 0.07
H -1.412 -1.230 1.134 0.07
H -0.448 -1.011 -1.414 0.10
H 1.510 -1.584 -0.849 0.11
H 1.996 0.589 0.840 0.06
H 2.466 0.637 -0.760 0.07
```

## Properties
ΔE to the lowest compared entry with this formula, charge and spin: 54.90 kcal/mol
gap between HOMO and LUMO: 9.974 eV
net charge: 0



The following is a DFT calculation (ωB97M-V/def2-TZVPD) of a cluster of 2 separate species, C31H49F3N5O7Si in total at a distorted geometry.

The geometry in XYZ format:
```
96
Properties=species:S:1:pos:R:3:lowdin_charge:R:1
C 1.794 2.572 4.474 -0.08
C 0.595 1.605 3.924 -0.33
C -0.823 2.335 3.970 -0.07
C 1.046 0.944 2.527 -0.13
N 0.066 1.034 1.404 0.03
C 0.054 2.361 0.776 -0.01
C 0.929 3.613 1.223 -0.08
C 0.109 4.799 1.955 -0.22
O -1.330 4.651 1.934 -0.11
C -0.877 2.699 -0.452 0.01
C -0.888 4.111 -1.207 -0.07
C -0.052 3.863 -2.600 -0.31
O 0.632 2.562 -2.555 -0.09
C 1.039 5.003 -2.900 -0.21
N 1.584 4.774 -4.292 -0.01
C -1.856 1.564 -0.949 0.09
C -2.740 2.026 -2.185 -0.39
O -2.265 1.828 -3.342 0.06
O -3.967 2.728 -2.129 0.07
C -1.846 0.193 -0.229 0.03
C -2.815 -0.974 -0.625 -0.10
C -3.936 -0.894 -1.704 -0.59
N -4.655 -2.245 -1.627 0.02
N -5.063 0.077 -1.433 0.07
N -3.490 -0.854 -3.153 0.08
C -0.815 -0.051 0.954 0.07
C -0.633 -1.436 1.715 -0.30
F -0.721 -1.322 3.174 0.00
F -1.588 -2.460 1.464 0.03
C 0.765 -2.139 1.238 -0.13
C 0.655 -2.722 -0.288 -0.22
Si 2.337 -2.372 -1.207 0.57
C 2.582 -0.440 -1.210 -0.20
C 3.824 -3.316 -0.468 -0.19
C 2.050 -2.817 -3.074 -0.23
C 2.922 -3.857 -3.838 -0.08
C 2.720 -4.184 -5.349 -0.06
C 1.608 -3.439 -6.134 -0.07
C 0.688 -2.403 -5.442 -0.07
C 0.925 -2.106 -3.925 -0.07
H 1.766 3.617 4.020 0.05
H 2.835 2.096 4.302 0.10
H 1.620 2.688 5.612 0.10
H 0.546 0.774 4.731 0.13
H -1.404 1.952 4.897 0.10
H -1.516 2.177 3.083 0.08
H -0.628 3.452 4.205 0.08
H 1.352 -0.135 2.814 0.13
H 2.053 1.348 2.120 0.14
H 1.844 3.401 1.858 0.10
H 1.343 4.077 0.245 0.12
H 0.341 5.785 1.390 0.14
H 0.414 4.988 3.039 0.11
H -1.715 5.172 1.198 0.09
H -1.931 4.481 -1.492 0.13
H -0.353 4.956 -0.669 0.10
H -0.782 3.828 -3.474 0.14
H 1.587 2.692 -2.366 0.10
H 0.469 6.002 -2.957 0.13
H 1.891 4.997 -2.140 0.13
H 0.822 4.519 -4.939 0.08
H 2.266 4.004 -4.296 0.07
H -4.046 3.023 -1.184 0.13
H -3.359 -1.277 0.358 0.15
H -2.166 -1.908 -0.860 0.13
H -4.000 -2.917 -2.065 0.07
H -5.485 -2.232 -2.236 0.07
H -5.870 -0.127 -2.035 0.09
H -5.304 -0.024 -0.428 0.09
H -3.965 -0.054 -3.617 0.08
H -2.468 -0.762 -3.224 0.06
H 1.638 -1.405 1.202 0.07
H 1.079 -2.970 1.980 0.13
H 0.400 -3.833 -0.314 0.10
H -0.098 -2.043 -0.816 0.05
H 1.570 0.011 -1.560 0.03
H 3.357 -0.105 -1.978 0.05
H 2.758 -0.031 -0.151 0.02
H 3.945 -4.314 -1.036 0.04
H 4.765 -2.655 -0.606 0.06
H 3.627 -3.548 0.647 0.05
H 3.758 -4.362 -3.224 0.08
H 3.444 -4.940 -5.810 0.09
H 1.484 -3.674 -7.256 0.10
H -0.114 -1.860 -6.063 0.09
H 0.231 -1.303 -3.473 0.07
C 0.085 -3.970 5.615 -0.08
C 0.733 -4.799 4.565 -0.34
O 1.047 -5.998 5.239 0.14
C 0.101 -6.117 6.218 -0.52
O -0.122 -7.126 6.817 0.19
O -0.564 -4.941 6.420 0.08
F 1.887 -4.226 4.146 0.06
H 0.808 -3.419 6.224 0.15
H -0.634 -3.263 5.197 0.13
H 0.089 -5.015 3.707 0.18
```

## Properties
ΔE to the lowest compared entry with this formula, charge and spin: 276.54 kcal/mol
gap between HOMO and LUMO: 6.126 eV
net charge: +1



The following is a DFT calculation (ωB97M-V/def2-TZVPD) of a structure of composition C4H3NaO4Rb at a distorted geometry.

The geometry in XYZ format:
```
13
Properties=species:S:1:pos:R:3:lowdin_charge:R:1
O 0.580 1.940 -0.048 -0.18
O -0.934 1.552 1.414 -0.12
C 1.401 1.840 1.242 -0.19
C 0.268 2.032 2.189 -0.24
C -0.644 1.549 0.136 -0.28
H 1.710 0.713 1.220 0.05
H 0.333 1.459 3.121 0.10
H 0.003 3.078 2.417 0.09
O 0.582 -3.454 -2.184 -0.11
C 0.119 -2.383 -1.789 -0.47
O -1.027 -1.924 -2.017 -0.18
Rb -0.510 -6.496 -4.221 0.92
Na -1.882 0.095 -1.480 0.61
```

## Properties
multiplicity: 2
gap between HOMO and LUMO (alpha / beta): 2.558 / 2.466 eV
net charge: 0



The following is a DFT calculation (ωB97M-V/def2-TZVPD) of a structure of composition C20H40Li5O9P at a distorted geometry.

The geometry in XYZ format:
```
75
Properties=species:S:1:pos:R:3:lowdin_charge:R:1
Li 12.598 -7.459 20.516 0.68
Li 12.640 -4.240 16.954 0.79
Li 13.948 -7.455 17.590 0.78
Li 10.871 -7.060 18.106 0.81
Li 11.316 -4.078 19.772 0.72
P 12.871 -5.664 18.879 -0.16
O 12.488 -6.115 17.432 -0.58
O 13.050 -4.145 18.854 -0.42
O 13.984 -6.609 19.341 -0.42
O 11.563 -5.967 19.611 -0.51
C 16.739 -3.205 20.995 -0.15
C 18.228 -3.349 21.395 -0.13
C 18.463 -4.868 21.271 -0.19
O 17.179 -5.428 21.524 -0.14
C 16.258 -4.641 20.813 -0.24
H 16.617 -2.604 20.092 0.11
H 16.217 -2.703 21.810 0.10
H 18.278 -3.128 22.460 0.11
H 18.942 -2.753 20.837 0.11
H 19.165 -5.304 21.978 0.12
H 18.828 -5.164 20.279 0.12
H 15.248 -4.812 21.192 0.09
H 16.214 -4.914 19.747 0.11
C 13.696 -7.584 13.506 -0.18
C 12.886 -7.848 12.268 -0.16
C 12.615 -6.433 11.735 -0.14
O 12.570 -5.600 12.937 -0.13
C 12.990 -6.354 14.051 -0.26
H 14.754 -7.352 13.361 0.12
H 13.652 -8.494 14.116 0.11
H 11.949 -8.340 12.524 0.12
H 13.444 -8.432 11.535 0.13
H 11.674 -6.347 11.203 0.12
H 13.444 -6.074 11.128 0.12
H 12.095 -6.714 14.587 0.11
H 13.611 -5.773 14.737 0.10
C 15.284 -10.643 22.286 -0.14
C 16.068 -9.319 22.324 -0.12
C 15.368 -8.467 21.259 -0.20
O 13.996 -8.885 21.334 -0.25
C 13.969 -10.315 21.587 -0.16
H 15.110 -11.079 23.269 0.12
H 15.794 -11.428 21.727 0.12
H 17.102 -9.551 22.069 0.12
H 16.056 -8.860 23.308 0.12
H 15.829 -8.543 20.271 0.12
H 15.387 -7.415 21.540 0.10
H 13.856 -10.797 20.613 0.12
H 13.094 -10.499 22.209 0.12
C 9.768 -7.442 23.680 -0.13
C 10.945 -7.027 24.556 -0.15
C 12.118 -7.561 23.744 -0.17
O 11.754 -7.220 22.398 -0.23
C 10.333 -7.106 22.285 -0.21
H 8.858 -6.911 23.934 0.12
H 9.657 -8.527 23.722 0.12
H 10.915 -7.469 25.554 0.13
H 10.968 -5.944 24.691 0.11
H 12.232 -8.631 23.934 0.13
H 13.057 -7.062 23.982 0.13
H 9.920 -7.776 21.525 0.12
H 10.061 -6.077 22.033 0.11
C 11.721 -1.584 23.180 -0.15
C 12.700 -2.693 23.490 -0.14
C 12.743 -3.444 22.162 -0.19
O 11.429 -3.273 21.579 -0.25
C 10.672 -2.280 22.288 -0.16
H 12.179 -0.765 22.621 0.12
H 11.286 -1.131 24.070 0.13
H 12.312 -3.363 24.261 0.12
H 13.699 -2.363 23.764 0.12
H 12.992 -4.506 22.187 0.11
H 13.465 -2.966 21.488 0.12
H 9.934 -2.775 22.919 0.13
H 10.275 -1.517 21.622 0.13
```

## Properties
gap between HOMO and LUMO: 7.170 eV
net charge: +2